Molecular formula: C4H5N3O
Method: DFT, ωB97M-V with the def2-TZVPD basis set

The geometry in XYZ format:
```
13
Properties=species:S:1:pos:R:3:forces:R:3:lowdin_charge:R:1
O 1.73147 0.97448 -0.83775 0.6 0.4 -0.5 0.0272
C 1.27020 -0.28094 -0.66645 -1.3 -2.3 -1.3 -0.2641
C 1.05620 -0.82881 0.66865 1.5 -2.0 2.0 -0.0341
C -0.17151 -0.34342 0.01550 -2.0 2.4 0.4 -0.4651
N -0.65372 0.89305 0.55917 0.1 1.0 -0.6 0.1159
C -1.90000 0.93704 0.25519 0.8 -2.2 -0.2 -0.1351
N -2.30303 -0.27869 -0.40972 -0.5 0.9 0.0 0.0254
N -1.28869 -0.98457 -0.53518 1.0 -1.9 -0.4 0.0670
H 1.11316 1.52134 -0.33707 0.2 0.5 0.1 0.0873
H 1.32968 -1.06010 -1.54823 0.1 2.0 1.7 0.1942
H 1.41465 -0.24110 1.57123 -0.7 -0.7 -1.3 0.1515
H 1.08469 -1.93789 0.81162 0.2 1.1 -0.2 0.1337
H -2.68309 1.62961 0.45306 0.0 0.8 0.3 0.0962
```
Positions in Å, forces in eV/Å.

LUMO   -0.0099 Eh
Spin multiplicity   1
ΔE to the lowest compared entry with this formula, charge and spin   86.8 kcal/mol
Frontier orbital gap   0.3528 hartree
Calculated total energy   -394.82930 a.u.
HOMO   -0.3627 Eh
Total charge   0